Entry from the OMol25 dataset: the ion C3H11N2 with charge +1 at a distorted geometry (ωB97M-V with the def2-TZVPD basis set).

Structure (ORCA input):
```
! RIJCOSX wB97M-V def2-TZVPD def2/J DEFGRID3
* xyz 1 1
C 1.548 1.266 0.838
H 1.575 -0.698 0.249
H -0.277 -1.314 1.267
H -1.436 -0.838 -2.383
H -1.615 0.740 -0.762
H -1.020 -1.921 -1.566
N 0.941 0.045 0.195
H -0.702 0.354 1.351
N -0.837 -0.915 -1.592
C -1.435 -0.309 -0.450
H 2.683 1.216 0.820
H 1.144 2.153 0.345
H -2.348 -0.830 -0.084
C -0.461 -0.408 0.694
H 1.381 1.235 1.875
H 0.859 0.225 -0.797
*
```

## Properties
Kohn-Sham gap: 11.54 eV
structure (SMILES): C[NH2+]CCN
DFT total energy: -230.13989 hartree
ΔE to the lowest compared entry with this formula, charge and spin: 26.7 kcal/mol
LUMO energy: -3.10 eV
highest occupied orbital energy: -14.644 eV

Entry from the OMol25 dataset: the ion C20H18N2O with charge +2 at a distorted geometry (ωB97M-V with the def2-TZVPD basis set).

Structure (ORCA input):
```
! RIJCOSX wB97M-V def2-TZVPD def2/J DEFGRID3
* xyz 2 1
C 0.061 -1.972 2.808
H -3.231 1.829 -0.462
H -0.943 -1.652 3.158
C -3.078 4.118 -1.736
H -3.521 6.161 -2.391
C -2.503 1.816 -1.257
H 3.486 -2.177 5.258
C 1.135 -1.959 3.727
H -0.701 4.067 -4.854
C -0.953 -2.195 0.674
H 1.012 -1.689 4.768
H -0.383 -0.267 -2.716
C 4.948 -3.096 2.278
C -0.977 0.637 -2.537
C -1.367 4.079 -3.962
H -0.297 1.600 -4.395
C 3.537 -2.403 4.171
H -2.656 -1.206 -1.151
H 5.601 -2.891 4.290
N 0.214 -2.314 1.551
C -2.125 5.245 -3.687
H 3.943 -3.219 0.382
C -0.874 1.700 -3.460
C 2.570 -2.690 1.928
C 1.454 -2.633 1.077
H -3.772 4.259 -0.916
H -1.856 -2.165 1.254
H -2.655 -0.035 0.229
H 5.904 -3.346 1.848
C 4.771 -2.842 3.635
N -1.795 0.715 -1.461
C 2.411 -2.345 3.296
C 3.837 -3.020 1.441
C -2.944 5.262 -2.585
C -2.358 2.956 -2.024
O -0.851 -0.999 -0.114
H 1.532 -2.866 0.034
H -1.000 -3.067 0.015
C -1.515 2.923 -3.176
H -1.980 6.129 -4.335
C -2.080 -0.448 -0.604
*
```

## Properties
Kohn-Sham gap: 7.81 eV
structure (SMILES): c1ccc2c[n+](COC[n+]3ccc4ccccc4c3)ccc2c1
DFT total energy: -957.11022 hartree
ΔE to the lowest compared entry with this formula, charge and spin: 2.2 kcal/mol
LUMO energy: -6.74 eV
highest occupied orbital energy: -14.552 eV

Entry from the OMol25 dataset: a cluster of 2 separate species, C9H12ClN2O2S in total at a distorted geometry (ωB97M-V with the def2-TZVPD basis set).

Structure (ORCA input):
```
! RIJCOSX wB97M-V def2-TZVPD def2/J DEFGRID3
* xyz -1 1
H 1.531 2.063 0.156
H -0.306 4.230 -0.445
C -0.581 2.362 0.604
H -1.877 4.104 0.367
C -0.199 4.500 1.694
C 1.102 -5.227 -1.268
S 1.346 3.639 1.911
H -0.802 1.825 -0.324
H 1.962 -2.969 -0.952
H -0.813 4.313 2.580
C 1.011 -3.601 -1.238
O 1.510 3.320 3.315
C -0.813 3.865 0.456
H 2.074 -5.825 -1.008
C -0.371 -2.878 -1.594
C -0.341 -5.863 -1.679
C 0.874 2.161 1.024
O 2.366 4.327 1.148
H -2.573 -5.444 -2.355
Cl -0.742 -1.071 0.213
C -1.565 -4.888 -2.027
H -1.247 1.964 1.380
H -0.017 5.571 1.582
N -0.346 -1.335 -1.482
H 0.988 1.293 1.678
H -0.479 -7.032 -1.720
N -1.695 -3.404 -2.019
*
```

## Properties
Kohn-Sham gap: 5.69 eV
DFT total energy: -1468.28279 hartree
LUMO energy: 2.83 eV
highest occupied orbital energy: -2.865 eV

Entry from the OMol25 dataset: a cluster of 2 separate species, C4H11N3O2 in total at a distorted geometry (ωB97M-V with the def2-TZVPD basis set).

Structure (ORCA input):
```
! RIJCOSX wB97M-V def2-TZVPD def2/J DEFGRID3
* xyz 0 1
H 1.158 1.256 3.866
H -0.575 -3.117 -3.146
C -0.140 -1.074 -3.126
H 0.898 -0.446 1.590
N 1.483 1.851 3.108
H 1.155 -2.664 -2.576
H -1.517 -0.767 1.784
N 0.185 0.180 1.943
H -1.736 0.930 1.463
H 1.379 2.840 3.277
H -1.804 0.055 -3.278
C 0.093 -2.448 -2.584
H 1.134 3.151 1.075
C 0.728 1.481 1.981
O -1.486 -0.805 -2.942
O 0.729 -0.263 -3.244
N 0.678 2.252 0.960
C -1.085 0.094 1.220
H -0.130 -2.391 -1.542
H -1.150 -0.116 0.171
*
```

## Properties
Kohn-Sham gap: 9.88 eV
structure (SMILES): [H]/N=C(\N)NC.CC(=O)O
DFT total energy: -473.74005 hartree
ΔE to the lowest compared entry with this formula, charge and spin: 39.4 kcal/mol
LUMO energy: 0.69 eV
highest occupied orbital energy: -9.188 eV

Entry from the OMol25 dataset: a structure of composition C47H56N5OS3SiV at a distorted geometry (ωB97M-V with the def2-TZVPD basis set).

Structure (ORCA input):
```
! RIJCOSX wB97M-V def2-TZVPD def2/J DEFGRID3
* xyz 1 2
H -4.071 2.461 3.247
N 1.392 -2.541 -0.522
C -4.354 1.237 -0.467
S -0.466 3.599 0.266
H -2.003 1.388 -2.543
C 0.789 5.954 3.918
C -3.885 2.689 -0.308
C 2.106 3.008 0.979
H 3.359 -1.180 6.658
C 1.511 4.807 4.202
H -4.696 1.604 -2.593
C -0.429 3.496 3.772
N -0.454 2.054 -0.111
H 1.745 1.986 0.996
H -4.972 -2.126 6.632
H -5.605 0.228 -1.988
C 3.004 5.631 0.850
C 3.419 3.309 1.312
H 2.039 -0.543 1.788
H -3.225 -0.546 3.057
H -2.738 -2.138 1.588
H -2.802 -0.066 -3.152
C 3.867 4.620 1.251
N -1.917 1.717 2.234
N -0.229 0.935 4.148
H -1.803 6.056 -0.258
S -1.309 1.969 3.576
H -4.615 0.797 1.659
C -0.553 5.873 3.559
C 1.208 -2.629 3.790
H -1.114 6.771 3.342
C -2.832 -2.056 6.595
H -6.105 1.859 -1.577
C -4.668 2.342 6.584
S -0.483 -0.571 3.642
C 0.904 3.559 4.130
C -4.924 2.498 5.231
H -2.158 7.333 -2.356
H -1.230 -2.462 -0.269
C -3.293 -1.820 -0.488
H -5.475 2.431 7.298
H -3.315 2.839 0.607
H -0.110 4.286 -4.555
V -0.968 0.674 0.921
H -1.334 1.741 6.459
C -3.121 -0.976 4.046
H -1.777 -2.427 -1.957
C -3.892 2.380 4.310
C 1.673 -0.854 5.382
C 2.752 -1.583 5.859
C -4.098 -1.856 6.058
H 3.238 -1.559 0.964
N -0.599 -0.832 2.181
H 2.163 -3.147 -0.305
H -1.163 -0.150 -2.482
H 4.892 4.855 1.503
H -1.313 6.439 -4.493
C -4.240 -1.320 4.788
H -2.323 -3.711 -0.876
H 0.263 3.014 -2.448
H 4.092 2.518 1.612
H 1.270 6.920 3.974
C -5.234 1.215 -1.729
H 2.524 -4.316 3.868
C -1.618 6.397 -2.376
H 1.427 0.114 5.790
H 3.356 6.651 0.785
C -1.415 5.689 -1.199
H -3.190 1.934 8.087
C -0.466 4.678 -3.613
H 0.640 -2.881 -1.100
H 2.555 4.877 4.474
C 2.285 -3.348 4.286
H -0.723 -1.872 6.289
H -5.225 -1.168 4.368
C 3.054 -2.824 5.315
H 2.882 0.078 0.364
C -2.138 0.319 -2.377
Si -2.851 0.050 -0.658
H -5.965 1.659 0.919
C -4.476 -2.202 -1.389
C -1.864 -1.169 4.597
O 0.407 -0.541 -0.370
H -2.209 4.556 3.189
H -5.750 -0.059 0.611
H -3.846 -3.342 0.943
H 1.460 2.654 4.331
C -3.381 2.068 7.031
C 0.916 -1.391 4.350
H -4.760 3.347 -0.276
H 1.028 6.128 0.185
H -5.928 2.700 4.887
C 1.254 4.024 0.581
C -1.704 -1.709 5.867
C -3.607 -2.273 0.939
H -2.719 -2.487 7.578
C -1.171 4.638 3.483
C 2.457 -0.817 0.819
H -5.411 -1.756 -1.052
H 0.604 -3.004 2.976
C -0.717 4.494 -1.248
C -1.145 5.891 -3.577
H -4.322 -1.921 -2.431
C -2.613 2.119 4.776
C 1.333 -1.291 -0.055
H 3.896 -3.386 5.694
C -2.338 1.961 6.126
C 1.691 5.338 0.513
H -4.455 -1.749 1.381
H -4.617 -3.287 -1.364
C -5.214 0.880 0.748
C -2.077 -2.645 -0.932
C -0.246 3.969 -2.444
H -3.273 3.007 -1.154
*
```

## Properties
Kohn-Sham gap (alpha / beta): 8.10 / 7.84 eV
DFT total energy: -4601.34312 hartree
ΔE to the lowest compared entry with this formula, charge and spin: 5.3 kcal/mol
<S²>: 0.785
LUMO energy (alpha / beta): -2.00 / -1.91 eV
highest occupied orbital energy (alpha / beta): -10.099 / -9.747 eV

Entry from the OMol25 dataset: a cluster of 2 separate species, C3H3N3 in total at a distorted geometry (ωB97M-V with the def2-TZVPD basis set).

Structure (ORCA input):
```
! RIJCOSX wB97M-V def2-TZVPD def2/J DEFGRID3
* xyz 0 1
C 2.760 -1.250 -0.221
H -0.213 -0.082 -0.908
C -0.286 0.407 -0.023
N 3.372 -2.142 -0.699
H -1.006 0.190 0.673
C 2.663 1.132 0.241
N 2.670 2.285 0.418
N 2.382 -0.139 0.249
H 0.175 1.326 0.013
*
```

## Properties
Kohn-Sham gap (alpha / beta): 9.76 / 5.75 eV
DFT total energy: -280.18239 hartree
ΔE to the lowest compared entry with this formula, charge and spin: 124.5 kcal/mol
LUMO energy (alpha / beta): -1.05 / -3.83 eV
highest occupied orbital energy (alpha / beta): -10.803 / -9.580 eV

Entry from the OMol25 dataset: a cluster of 8 separate species, C30H42N8O4 in total at a distorted geometry (ωB97M-V with the def2-TZVPD basis set).

Structure (ORCA input):
```
! RIJCOSX wB97M-V def2-TZVPD def2/J DEFGRID3
* xyz 0 1
H -8.552 6.785 0.341
C 3.487 2.387 2.370
C 4.996 -4.287 1.197
H 0.098 -0.607 1.877
H 4.512 -6.154 0.382
C 5.765 -0.584 1.514
H 7.625 0.372 2.022
C 4.532 0.141 -1.195
H 5.806 -5.280 -0.460
C 4.953 0.643 1.252
H 4.820 0.814 -2.004
H 3.050 2.699 3.311
H -5.221 3.307 -2.274
N -6.946 6.591 -2.355
C 2.969 2.707 1.198
H 6.128 -6.046 1.108
C 5.385 -5.516 0.515
H -5.941 -4.017 -0.633
H -0.753 -3.282 1.129
C 3.664 2.261 -0.062
O 1.822 3.481 1.014
C 0.224 8.091 3.082
H -5.891 4.119 -3.702
N -7.620 1.527 -3.288
H -4.424 -0.242 -4.032
H 5.617 -0.936 2.533
N -6.264 -2.757 -3.705
H -5.997 -3.092 0.879
C -6.140 3.608 -2.775
C 7.264 -0.340 1.281
C 4.432 0.984 0.057
H -7.463 8.187 0.297
C -5.728 -4.048 0.436
H -6.846 6.597 0.788
H 1.877 -0.954 0.617
H -3.661 -5.585 -1.946
N -0.118 9.183 3.154
H 1.663 -3.906 -0.040
H 3.986 -2.362 -0.919
C 4.738 1.588 2.383
H 1.482 6.535 3.675
H 1.463 -3.482 1.651
N -0.534 -5.297 -2.068
C 0.967 3.374 1.981
C -4.670 -0.781 -3.119
H 3.111 -2.077 1.146
H -6.324 -4.835 0.895
C -7.538 7.114 0.126
H -0.434 -3.447 -0.567
H -1.444 -1.462 1.998
H 3.043 -0.503 -2.616
H 2.395 -2.529 -1.659
C -0.825 -0.852 1.334
C 2.986 -1.921 -0.971
O 3.612 2.936 -1.062
H -5.173 -0.102 -2.433
H -3.335 -3.843 -1.963
C -6.956 2.436 -3.061
H 7.799 -1.286 1.370
C -4.309 -4.313 0.653
C 3.142 -0.485 -1.530
H -1.317 0.089 1.090
C -7.208 6.821 -1.263
H 5.291 -0.625 -1.066
H 0.974 6.478 1.976
C -3.072 -4.799 -2.412
C -0.159 -2.865 0.311
H -6.689 4.290 -2.139
H 7.450 0.052 0.279
H 5.399 -1.377 0.875
O -0.544 -1.509 0.117
C 2.305 -1.935 0.417
H -0.164 6.028 3.260
C -1.648 -5.063 -2.220
C 0.650 6.699 2.992
H 2.343 0.132 -1.117
C -5.552 -1.894 -3.440
C 1.341 -3.108 0.634
N -3.191 -4.521 0.817
O 5.554 1.730 3.263
N 0.290 3.340 2.909
N 4.689 -3.314 1.725
H -3.748 -1.140 -2.661
H -3.301 -4.766 -3.476
*
```

## Properties
Kohn-Sham gap: 8.29 eV
structure (SMILES): CCC1=C(CCCCCCOC)C(=O)C(OC#N)=CC1=O.CC#N.CC#N.CC#N.CC#N.CC#N.CC#N.CC#N
DFT total energy: -1907.16743 hartree
LUMO energy: -1.19 eV
highest occupied orbital energy: -9.479 eV

Entry from the OMol25 dataset: the molecule C4H10N2 at a distorted geometry (ωB97M-V with the def2-TZVPD basis set).

Structure (ORCA input):
```
! RIJCOSX wB97M-V def2-TZVPD def2/J DEFGRID3
* xyz 0 1
H -0.678 -2.973 -2.131
H -1.159 -0.636 -1.669
H 0.653 -1.284 0.694
H 1.617 1.048 -0.441
C 0.300 1.418 1.262
C -0.342 -1.161 -1.175
H 0.302 2.522 1.169
H -1.390 0.340 1.436
H 1.185 1.225 1.875
C 0.592 0.837 -0.133
N 0.046 -2.375 -1.776
H -0.022 1.273 -0.937
H -1.576 1.870 2.052
H 1.007 -2.543 -1.992
C 0.405 -0.666 -0.165
N -0.941 1.105 1.930
*
```

## Properties
Kohn-Sham gap: 9.03 eV
structure (SMILES): N/C=C/CCN
DFT total energy: -267.85272 hartree
ΔE to the lowest compared entry with this formula, charge and spin: 45.6 kcal/mol
LUMO energy: 1.11 eV
highest occupied orbital energy: -7.920 eV

Which of these has the highest DFT total energy? C3H11N2

Among the records above, which one has the lowest DFT total energy? C47H56N5OS3SiV

Number 6 is which compound? C3H3N3

Please write out number 6 again, unchanged.
Entry from the OMol25 dataset: a cluster of 2 separate species, C3H3N3 in total at a distorted geometry (ωB97M-V with the def2-TZVPD basis set).

Structure (ORCA input):
```
! RIJCOSX wB97M-V def2-TZVPD def2/J DEFGRID3
* xyz 0 1
C 2.760 -1.250 -0.221
H -0.213 -0.082 -0.908
C -0.286 0.407 -0.023
N 3.372 -2.142 -0.699
H -1.006 0.190 0.673
C 2.663 1.132 0.241
N 2.670 2.285 0.418
N 2.382 -0.139 0.249
H 0.175 1.326 0.013
*
```

## Properties
Kohn-Sham gap (alpha / beta): 9.76 / 5.75 eV
DFT total energy: -280.18239 hartree
ΔE to the lowest compared entry with this formula, charge and spin: 124.5 kcal/mol
LUMO energy (alpha / beta): -1.05 / -3.83 eV
highest occupied orbital energy (alpha / beta): -10.803 / -9.580 eV